Entry 1:
Molecular formula: C15H7Cl2MoN4O2
Method: DFT, wB97M-V/def2-TZVPD

As for the charge: +1. The spin multiplicity is 3. For the LUMO energy (spin up / spin down), the calculation gives -5.30 / -5.60 eV. The calculation puts the energy relative to the best compared isomer or geometry (same formula, charge and spin) at 0.000 eV.

The geometry in XYZ format:
```
31
Properties=species:S:1:pos:R:3:forces:R:3:mulliken_spin:R:1
Mo -0.44446 1.01495 0.61806 1.83 0.20 2.29 1.875
Cl 0.84153 0.37261 5.31083 0.00 0.01 0.12 0.004
C 1.83816 0.22293 3.93474 -0.42 -0.09 -0.53 0.008
C 3.22738 0.05387 4.07104 0.30 -0.02 0.00 -0.011
C 4.03959 -0.14070 2.98492 -0.21 0.04 0.12 0.017
Cl 5.72147 -0.40392 3.20135 0.11 -0.02 0.02 0.002
C 3.49835 -0.12745 1.67290 -0.17 0.11 -0.03 -0.002
C 4.19723 -0.38404 0.48215 -0.15 0.08 -0.14 0.027
C 3.52436 -0.35596 -0.72215 0.23 -0.06 0.11 -0.003
C 2.17728 -0.01389 -0.75700 -0.18 0.24 -0.09 -0.014
N 1.48781 0.25459 0.34792 0.15 -0.23 -0.19 -0.010
C 2.11958 0.13911 1.56165 -0.08 -0.25 0.25 0.017
C 1.26204 0.22754 2.67687 0.84 -0.04 0.27 0.026
O -0.04219 0.27476 2.41175 -0.68 0.55 -0.86 -0.003
H 3.65277 0.06095 5.06532 0.00 -0.04 -0.01 0.000
H 5.25472 -0.60840 0.51787 0.00 -0.02 0.01 0.002
H 4.03531 -0.58229 -1.64616 -0.02 0.04 -0.02 0.001
H 1.64972 0.07592 -1.69823 -0.03 -0.03 0.00 -0.013
C -0.43063 4.42350 0.01377 0.02 -0.11 -0.27 -0.012
C -0.15360 3.02999 0.42129 0.03 0.79 0.31 -0.129
O 0.55565 2.73708 1.38986 -0.05 -0.12 -0.27 0.066
H 0.44902 5.04737 0.17072 0.03 -0.03 0.00 -0.002
H -1.21620 4.78807 0.68430 -0.04 -0.04 -0.01 -0.002
H -0.79116 4.49042 -1.00864 -0.01 0.01 0.01 -0.001
N -1.87037 0.17398 -0.24579 -1.68 -0.95 -1.09 -0.024
C -2.99051 -0.18689 -0.48671 0.30 -0.09 -0.18 0.174
C -4.24981 -0.55458 -0.69187 -0.39 0.05 0.30 -0.010
C -4.73726 -1.18651 -1.87222 0.22 -0.05 -0.22 0.013
N -5.15534 -1.68604 -2.81793 0.05 0.01 0.03 -0.005
C -5.16598 -0.25766 0.37001 -0.04 0.09 0.14 0.010
N -5.86905 0.00862 1.23927 0.05 -0.03 -0.06 -0.001
```
Positions in Å, forces in eV/Å.

Entry 2:
Molecular formula: C36H62Cl2F2N3O31S7Si
Method: DFT, wB97M-V/def2-TZVPD

As for the charge: +1. For the LUMO energy, the calculation gives -3.76 eV.

The geometry in XYZ format:
```
144
Properties=species:S:1:pos:R:3:forces:R:3:mulliken_charge:R:1
C -1.21170 4.83177 3.52364 1.04 0.20 0.18 0.391
C -1.12954 3.63994 3.31529 0.70 -0.95 -1.27 -1.510
C -0.73773 2.19265 2.84338 0.64 1.87 1.91 0.584
N -1.23291 1.86160 1.49017 -0.67 -0.17 0.67 1.065
C -0.74800 2.73937 0.36816 1.24 0.46 -0.93 -1.098
C 0.34391 1.99872 -0.54282 -0.75 0.52 -0.67 0.115
C 0.55304 2.91202 -1.83398 1.21 0.33 -0.68 -0.450
O 0.10020 4.27728 -1.66975 0.17 -0.39 0.42 -0.571
C -2.04407 0.86250 1.29917 -0.49 -0.25 -2.05 -2.333
N -2.42835 0.60417 -0.08697 -0.79 -0.16 2.80 0.411
C -3.64811 1.37214 -0.48021 0.85 1.13 -1.85 -0.510
Cl -5.14726 0.33509 -0.53989 0.86 0.70 0.56 -0.106
C -3.39158 1.87989 -1.98817 -0.62 0.26 0.20 0.741
C -4.61729 2.67665 -2.59239 0.05 -0.08 -0.32 -1.139
Cl -2.98097 0.35673 -2.95083 -0.20 1.15 0.31 -0.181
N -2.56288 -0.03322 2.30265 1.47 1.13 -0.46 0.961
C -3.51324 0.55765 3.25171 -1.72 0.09 1.65 -0.367
O -4.56649 1.19777 2.48849 2.11 -1.42 -1.67 -0.087
O -5.31116 1.98199 3.32753 -0.76 1.58 1.09 -0.466
C -1.59174 -0.95996 2.87544 0.43 -2.93 1.47 0.779
F -0.26369 -0.75310 2.46569 -1.91 0.66 0.36 -0.350
F -1.61515 -0.75872 4.29555 0.36 0.14 -1.82 -0.375
C -1.91030 -2.50056 2.60258 -0.43 1.31 0.99 -0.248
C -1.06258 -3.46463 3.52901 -0.58 -0.25 -0.19 0.185
Si 0.57456 -4.08895 2.76184 1.12 -1.10 0.13 0.759
C 2.14076 -3.24814 3.51498 0.67 0.23 -0.11 -1.195
C 0.72847 -5.94695 3.24128 0.05 -0.26 0.23 -0.788
C 0.62178 -3.93393 0.85196 -0.45 -0.19 -2.19 1.088
C 1.42378 -2.84646 0.22813 -1.92 -2.01 -2.47 -0.441
C 1.42053 -2.70871 -1.26716 -1.38 -1.68 0.67 -0.671
C 0.64289 -3.64570 -2.15061 0.46 0.13 4.01 -0.768
C -0.12260 -4.74196 -1.47396 0.66 0.79 1.03 -0.950
C -0.18769 -4.94814 -0.00194 2.77 3.67 -1.54 -0.048
H -0.98354 5.91034 3.73547 -0.84 -1.70 -0.21 0.416
H 0.39898 2.13415 2.79958 -1.42 0.20 -0.02 0.510
H -1.05487 1.49857 3.66388 0.15 0.31 -1.27 -0.442
H -1.61895 3.13141 -0.22704 0.98 -0.65 0.69 0.184
H -0.21898 3.66039 0.76935 -1.02 -1.31 0.04 0.548
H -0.04078 0.99823 -0.90407 0.56 1.05 0.64 0.128
H 1.33907 1.89924 -0.02364 -1.24 -0.01 -0.22 0.360
H -0.00285 2.51318 -2.74223 0.66 0.29 1.26 0.252
H 1.67163 2.97280 -2.08753 -1.68 -0.54 0.19 0.201
H 0.84941 4.87546 -1.49811 -0.34 -0.52 -0.27 0.314
H -2.68991 -0.39151 -0.13497 0.31 0.45 -0.09 0.588
H -3.74010 2.25927 0.21770 -0.42 -1.10 -0.86 0.475
H -2.48516 2.54699 -2.06112 -0.80 -0.96 0.40 -0.092
H -4.26361 3.46793 -3.31822 -0.20 -0.95 0.84 0.349
H -5.30845 1.99612 -3.18045 0.73 0.78 1.03 0.326
H -5.17460 3.21771 -1.76397 0.56 -0.78 -0.97 0.295
H -3.10140 1.30677 3.98702 -0.20 -0.59 -0.89 0.188
H -4.02975 -0.25439 3.86003 1.07 0.71 -0.77 0.486
H -5.21173 2.88607 2.94894 0.00 -0.71 0.35 0.336
H -3.01087 -2.63267 2.86755 1.28 0.26 -0.62 0.094
H -1.74041 -2.65029 1.49621 -0.25 -0.06 1.19 0.300
H -0.83049 -3.04451 4.54813 -0.46 -0.14 -1.14 -0.593
H -1.70388 -4.38659 3.70643 0.83 1.12 -0.23 0.356
H 2.74304 -3.99188 4.13358 -0.90 0.89 -0.67 0.338
H 2.85182 -2.92669 2.68500 -0.90 -0.31 1.07 0.360
H 1.90475 -2.34801 4.15253 0.33 -0.81 -0.67 0.205
H 0.60936 -6.08783 4.36505 -0.05 0.18 -1.30 0.260
H -0.06315 -6.55259 2.70451 0.93 0.47 0.68 0.204
H 1.76170 -6.34778 3.00004 -1.29 0.50 0.12 0.006
H 2.02696 -2.10895 0.82075 -0.77 -0.98 -0.55 0.162
H 2.00660 -1.85986 -1.71557 -0.68 -1.09 0.40 0.394
H 0.65517 -3.51857 -3.26184 -0.07 -0.24 1.28 0.426
H -0.69200 -5.45662 -2.12596 0.61 0.79 0.68 0.388
H -0.78792 -5.75491 0.48593 0.89 0.95 -0.75 0.413
C 0.29636 1.88353 6.96749 -0.21 -0.24 -0.38 0.337
C 1.68351 2.03569 6.37212 0.28 -0.46 0.47 -0.320
O 1.86958 3.44326 6.22094 -0.73 0.33 0.12 -0.360
S 1.07226 4.21047 7.40581 0.12 -0.33 0.11 1.065
O 1.99490 4.51547 8.44300 -0.49 0.12 -0.31 -0.528
O 0.22627 5.19109 6.81315 0.38 -0.16 0.13 -0.520
O 0.15992 2.96190 7.89137 0.64 0.39 -0.21 -0.390
H -0.47679 1.99328 6.19977 0.00 -0.02 -0.02 0.002
H 0.17018 0.92818 7.47431 -0.01 0.21 0.15 0.117
H 1.78164 1.52972 5.41211 0.04 0.23 -0.04 0.229
H 2.45032 1.66466 7.05768 -0.06 -0.11 -0.06 0.398
C 2.92272 5.64873 -6.04584 -0.49 -0.05 -0.04 -0.432
C 2.36367 6.40758 -4.85891 0.17 0.66 -0.32 -0.155
O 2.49888 5.51006 -3.75357 0.23 -0.87 0.01 -0.307
S 3.81644 4.59581 -3.97656 0.01 0.90 -0.97 1.079
O 4.88903 5.17228 -3.23637 -0.23 -0.63 -0.01 -0.599
O 3.43616 3.22603 -3.84778 0.16 0.36 0.39 -0.526
O 4.04603 4.92447 -5.53776 -0.12 2.05 2.97 -0.232
H 2.19816 4.92670 -6.42979 0.00 0.09 -0.01 0.337
H 3.23208 6.31408 -6.85129 0.19 -0.12 0.10 0.378
H 1.32191 6.69221 -5.00171 0.25 -0.29 0.28 0.189
H 2.95851 7.30004 -4.64447 -0.02 -0.02 -0.05 0.315
C 3.76680 -8.85983 -0.91632 -0.25 -0.57 -0.11 -0.372
C 2.38491 -8.23689 -0.83027 0.12 0.36 -0.55 -0.286
O 2.19736 -7.94912 0.55636 0.59 -0.25 0.37 -0.218
S 3.62700 -7.58327 1.21934 -0.04 -0.21 -0.52 1.055
O 3.75027 -6.16376 1.26176 0.11 -0.43 0.26 -0.477
O 3.81511 -8.40637 2.36414 -0.16 0.51 -0.16 -0.557
O 4.56361 -8.13544 0.02336 -0.49 0.51 0.31 -0.316
H 3.74785 -9.90893 -0.60993 -0.02 0.03 -0.05 0.300
H 4.19262 -8.78275 -1.91607 0.13 0.16 0.18 0.309
H 1.60440 -8.90360 -1.19398 -0.02 0.02 0.29 0.341
H 2.34137 -7.29247 -1.38052 0.00 -0.06 -0.03 0.229
C -5.87969 -5.08616 0.43193 -0.61 -0.26 0.06 -0.403
C -5.80383 -4.74488 1.90847 -0.06 0.59 -0.14 -0.139
O -4.82900 -5.64289 2.44360 0.33 -0.39 -0.55 -0.348
S -3.71383 -5.94963 1.31340 -0.79 0.06 -0.08 0.952
O -2.59305 -5.09341 1.54306 -0.52 -0.55 -0.08 -0.221
O -3.58564 -7.35766 1.17629 0.33 0.50 0.20 -0.645
O -4.53342 -5.37525 0.04503 0.53 0.14 0.67 -0.335
H -6.48256 -5.98179 0.26287 -0.01 0.06 0.02 0.311
H -6.27883 -4.26435 -0.16145 0.26 -0.05 -0.06 0.344
H -6.76003 -4.86875 2.41425 0.18 -0.20 0.09 0.364
H -5.44237 -3.72345 2.06014 -0.09 0.01 -0.04 0.074
C 3.83575 0.71298 -9.13160 -0.08 -0.15 -0.61 -0.352
C 5.01500 1.59956 -9.48854 0.42 -0.42 0.32 -0.353
O 4.53730 2.93514 -9.31171 -0.85 0.01 0.15 -0.329
S 3.45366 2.95585 -8.11168 0.76 -0.79 -0.17 1.219
O 4.11218 3.37044 -6.91453 -0.68 -1.92 -2.39 -0.455
O 2.26459 3.58200 -8.59013 0.37 0.10 0.30 -0.601
O 3.20091 1.36021 -8.02643 0.28 0.63 0.06 -0.333
H 3.11759 0.66011 -9.95407 0.06 -0.03 0.00 0.297
H 4.14520 -0.29457 -8.85639 -0.09 0.14 0.21 0.314
H 5.35693 1.44527 -10.51073 -0.13 0.26 0.02 0.320
H 5.84958 1.44492 -8.79937 -0.03 -0.05 -0.06 0.287
C -0.27081 7.32193 -8.86848 -0.30 -0.59 -0.18 -0.269
C -1.63008 7.99544 -8.81146 0.17 0.36 -0.55 -0.358
O -1.85005 8.26261 -7.42363 0.65 -0.35 0.47 -0.308
S -0.43106 8.56158 -6.71099 -0.31 0.14 -0.72 1.074
O -0.25484 9.97000 -6.63215 0.15 -0.54 0.31 -0.553
O -0.30793 7.70501 -5.57688 -0.31 0.52 -0.23 -0.548
O 0.52261 7.99719 -7.88867 -0.39 0.44 0.42 -0.287
H -0.33882 6.26830 -8.58499 0.00 0.03 -0.06 0.258
H 0.18910 7.40233 -9.85259 0.14 0.15 0.19 0.319
H -2.42289 7.36628 -9.21277 -0.03 0.02 0.29 0.312
H -1.62126 8.95110 -9.34236 0.00 -0.07 -0.03 0.304
C 0.50653 -2.64887 6.98370 0.18 -0.48 -0.43 0.052
C 0.72580 -3.70618 8.05255 -0.58 0.00 0.15 -0.461
O 1.89060 -3.27492 8.76280 0.15 0.71 -0.49 -0.322
S 1.94042 -1.65830 8.76925 -0.01 -0.54 0.22 1.104
O 1.39833 -1.19892 10.00137 0.27 0.16 -0.50 -0.545
O 3.21098 -1.24480 8.28126 -0.39 0.00 0.27 -0.548
O 0.83487 -1.40856 7.60742 0.14 -0.05 0.57 -0.282
H 1.18367 -2.79178 6.13796 -0.05 -0.09 0.04 -0.060
H -0.52209 -2.63225 6.62439 0.03 0.21 0.19 0.229
H 0.87685 -4.69911 7.63153 0.26 0.10 0.10 0.328
H -0.10941 -3.73430 8.75779 -0.01 -0.03 -0.08 0.350
```
Positions in Å, forces in eV/Å.

Entry 3:
Molecular formula: C4H7BN2O
Method: DFT, wB97M-V/def2-TZVPD

For the LUMO energy, the calculation gives 0.41 eV. The calculation puts the energy relative to the best compared isomer or geometry (same formula, charge and spin) at 1.390 eV. The SMILES is Cn1nccc1BO.

The geometry in XYZ format:
```
15
Properties=species:S:1:pos:R:3:forces:R:3:mulliken_charge:R:1
C 1.23332 -1.63373 -0.15224 1.32 -4.86 4.20 -0.794
N 0.86450 -0.31711 -0.06147 -3.56 3.38 -0.14 0.871
N 1.85276 0.52163 -0.02275 1.07 0.40 -0.80 -0.955
C 1.39011 1.74711 -0.11193 -3.15 -2.12 0.93 -0.449
C -0.02913 1.73905 -0.05279 -1.11 0.27 -0.73 -0.332
C -0.49094 0.40019 -0.10172 3.96 -1.07 0.29 -0.058
B -1.82790 -0.41770 0.04955 0.83 1.23 0.74 0.351
O -2.90962 0.41742 -0.03006 3.29 0.62 -1.44 -0.527
H 2.38222 -1.73165 -0.07579 -2.04 0.28 -0.63 0.293
H 0.87439 -2.29445 0.83331 0.77 1.79 -1.94 0.233
H 0.78126 -2.24803 -0.88932 -0.15 0.03 -1.36 0.324
H 2.01740 2.53882 -0.14567 1.80 2.30 0.05 0.532
H -0.64600 2.68579 -0.03042 0.63 -1.54 -0.09 0.304
H -1.80604 -1.58295 0.43514 -0.31 0.66 -0.50 -0.081
H -3.68632 0.17560 0.35618 -3.34 -1.38 1.39 0.289
```
Positions in Å, forces in eV/Å.

Number 1: E_tot -52615.3405 eV, F_max 2.93 eV Å⁻¹. Number 2: E_tot -220463.1160 eV, F_max 4.85 eV Å⁻¹. Number 3: E_tot -9964.7303 eV, F_max 6.56 eV Å⁻¹.